<a>
Density functional theory data (the ωB97M-V functional and the def2-TZVPD basis) for 4 unconnected molecules or ions with the total composition C2H12N2O3.

Each line ends with the Mulliken charge.
Positions of all 19 atoms, in Å:
C (-1.739, 1.488, -0.227)  -0.56
N (-3.405, 2.642, -2.510)  -0.41
C (-2.944, 1.323, -2.386)  0.15
N (-2.074, 0.914, -1.519)  -0.45
H (-2.277, 2.551, -0.172)  0.22
H (-0.635, 1.485, 0.004)  0.20
H (-1.986, 0.639, 0.622)  0.18
H (-2.901, 3.379, -2.024)  0.18
H (-4.237, 2.946, -3.009)  0.19
H (-3.321, 0.569, -3.172)  0.28
H (1.730, -3.489, 3.062)  0.32
H (2.760, -3.446, 2.037)  0.31
O (2.547, -3.935, 2.846)  -0.61
H (1.406, -2.344, 5.416)  0.32
H (0.450, -2.764, 4.468)  0.28
O (1.255, -3.011, 4.674)  -0.61
H (3.616, 1.416, -2.526)  0.32
H (4.820, 1.954, -1.644)  0.33
O (4.577, 1.364, -2.417)  -0.65

- LUMO energy: 0.46 eV
- Orbital gap: 0.3382 hartree
- Structure (SMILES): C/N=C\N.O.O.O

<b>
Density functional theory data (the ωB97M-V functional and the def2-TZVPD basis) for 4 unconnected molecules or ions with the total composition C2H12N2O3.

Each line ends with the Mulliken charge.
Positions of all 19 atoms, in Å:
C (0.343, 1.155, -0.904)  -0.52
N (1.247, 0.017, 1.597)  -0.39
C (2.057, 0.656, 0.696)  0.13
N (1.790, 0.957, -0.520)  -0.60
H (0.084, 2.261, -0.902)  0.34
H (0.053, 0.539, -1.773)  0.18
H (-0.320, 0.668, -0.053)  0.10
H (0.649, -0.715, 1.264)  0.17
H (1.692, -0.130, 2.512)  0.25
H (2.979, 1.138, 1.050)  0.39
H (-2.707, 1.384, 0.299)  0.29
H (-3.912, 0.825, 0.941)  0.33
O (-3.165, 0.597, 0.302)  -0.63
H (1.518, -2.345, -1.377)  0.30
H (1.269, -1.062, -2.089)  0.33
O (0.794, -1.826, -1.695)  -0.63
H (-2.144, -1.053, 0.416)  0.33
H (-0.936, -1.620, -0.387)  0.35
O (-1.293, -1.444, 0.624)  -0.70

- LUMO energy: 0.60 eV
- Orbital gap: 0.3274 hartree
- Structure (SMILES): C/N=C\N.O.O.O

The calculated energies rank the structures as follows, beginning with the most stable: <b>, <a>.

<a>
Density functional theory data (the ωB97M-V functional and the def2-TZVPD basis) for 4 unconnected molecules or ions with the total composition C2H12N2O3.

Each line ends with the Mulliken charge.
Positions of all 19 atoms, in Å:
C (-1.747, -1.048, -1.063)  -0.81
N (-1.145, -0.923, 1.608)  -0.36
C (-1.857, 0.059, 1.003)  0.17
N (-2.040, 0.134, -0.257)  -0.53
H (-2.052, -0.809, -2.078)  0.26
H (-0.676, -1.279, -1.068)  0.20
H (-2.294, -1.924, -0.709)  0.33
H (-0.572, -1.551, 1.074)  0.17
H (-1.214, -1.142, 2.581)  0.20
H (-2.414, 0.735, 1.641)  0.38
H (3.176, -1.025, -2.981)  0.31
H (3.266, 0.514, -2.549)  0.31
O (2.823, -0.327, -2.428)  -0.62
H (0.022, 2.907, 0.520)  0.32
H (-0.884, 3.784, 1.299)  0.32
O (0.013, 3.430, 1.333)  -0.65
H (2.976, -0.442, 1.364)  0.30
H (2.356, -0.826, -0.036)  0.33
O (2.263, -0.267, 0.745)  -0.63

- LUMO energy: 0.58 eV
- Orbital gap: 0.3356 hartree
- Structure (SMILES): C/N=C\N.O.O.O

<b>
Density functional theory data (the ωB97M-V functional and the def2-TZVPD basis) for 4 unconnected molecules or ions with the total composition C2H12N2O3.

Each line ends with the Mulliken charge.
Positions of all 19 atoms, in Å:
C (2.323, 1.557, 0.771)  -0.91
N (2.581, 1.855, -1.886)  -0.41
C (1.472, 1.271, -1.310)  0.23
N (1.107, 1.398, -0.091)  -0.48
H (2.564, 2.616, 0.760)  0.31
H (3.133, 0.890, 0.410)  0.29
H (2.191, 0.955, 1.663)  0.32
H (2.862, 2.723, -1.454)  0.19
H (2.916, 1.629, -2.785)  0.19
H (0.915, 0.781, -2.131)  0.28
H (-1.320, -0.699, -0.664)  0.33
H (-2.593, -0.154, -0.565)  0.30
O (-2.091, -0.624, -1.251)  -0.64
H (-4.262, -1.069, 6.115)  0.32
H (-3.107, -2.121, 6.047)  0.32
O (-4.044, -1.997, 5.927)  -0.64
H (-1.959, -2.540, -2.678)  0.34
H (-1.008, -3.115, -3.750)  0.30
O (-1.679, -3.354, -3.127)  -0.65

- LUMO energy: 0.64 eV
- Orbital gap: 0.3554 hartree
- Structure (SMILES): C/N=C\N.O.O.O

The calculated energies rank the structures as follows, beginning with the most stable: <a>, <b>.

<a>
Density functional theory data (the ωB97M-V functional and the def2-TZVPD basis) for a single C18H21N5O2S2 molecule.

Each line ends with the Mulliken charge.
Positions of all 48 atoms, in Å:
C (-6.845, -3.180, -0.509)  -1.42
C (-5.789, -2.137, -0.311)  0.95
C (-6.100, -0.788, -0.460)  -0.77
C (-5.136, 0.184, -0.260)  -0.53
C (-3.858, -0.198, 0.096)  -0.04
C (-3.525, -1.529, 0.251)  -0.49
C (-4.494, -2.496, 0.047)  -0.79
H (-4.244, -3.540, 0.168)  0.35
H (-2.518, -1.786, 0.538)  0.49
S (-2.604, 1.049, 0.297)  1.56
O (-1.565, 0.545, 1.161)  -0.62
O (-3.199, 2.304, 0.659)  -0.74
N (-2.065, 1.183, -1.291)  -0.30
H (-1.414, 0.428, -1.483)  0.45
C (-1.437, 2.456, -1.594)  -1.00
H (-1.055, 2.398, -2.614)  0.46
H (-2.217, 3.217, -1.531)  0.37
C (-0.307, 2.805, -0.612)  -0.64
C (0.552, 1.618, -0.372)  0.59
N (0.755, 0.641, -1.213)  -0.88
N (1.539, -0.277, -0.620)  -0.43
C (1.800, 0.159, 0.581)  0.64
N (1.211, 1.369, 0.798)  0.16
C (1.154, 2.113, 2.021)  -0.95
H (1.887, 1.705, 2.715)  0.36
H (0.154, 2.018, 2.453)  0.32
H (1.375, 3.164, 1.830)  0.31
S (2.773, -0.646, 1.771)  -0.23
C (3.519, -1.932, 0.689)  -1.09
C (4.701, -1.382, -0.033)  0.69
C (5.954, -1.333, 0.570)  -0.50
C (7.017, -0.787, -0.129)  -0.36
C (6.781, -0.303, -1.407)  -0.29
N (5.594, -0.338, -1.988)  -0.64
C (4.583, -0.862, -1.321)  -0.22
H (3.626, -0.864, -1.826)  0.47
H (7.577, 0.136, -1.996)  0.36
H (8.002, -0.737, 0.308)  0.37
H (6.088, -1.714, 1.573)  0.39
H (2.730, -2.241, 0.007)  0.40
H (3.797, -2.740, 1.365)  0.55
H (0.287, 3.633, -1.010)  0.38
H (-0.750, 3.113, 0.337)  0.43
H (-5.354, 1.234, -0.363)  0.45
H (-7.104, -0.501, -0.736)  0.38
H (-7.435, -3.286, 0.402)  0.29
H (-7.520, -2.900, -1.313)  0.38
H (-6.401, -4.146, -0.737)  0.36

- LUMO energy: 0.66 eV
- Orbital gap: 0.3302 hartree
- Structure (SMILES): Cc1ccc(S(=O)(=O)NCCc2nnc(SCc3cccnc3)n2C)cc1

<b>
Density functional theory data (the ωB97M-V functional and the def2-TZVPD basis) for a single C18H21N5O2S2 molecule.

Each line ends with the Mulliken charge.
Positions of all 48 atoms, in Å:
C (0.746, 3.209, -2.721)  -1.42
C (1.410, 2.649, -1.470)  -0.22
C (0.378, 2.299, -0.399)  -0.16
C (1.022, 1.855, 0.915)  -1.77
N (1.866, 0.685, 0.752)  0.15
C (1.341, -0.567, 0.669)  0.32
N (2.010, -1.646, 0.489)  -0.31
C (3.367, -1.562, 0.355)  -0.01
C (4.110, -2.726, 0.130)  -0.56
C (5.478, -2.648, 0.009)  -0.31
C (6.135, -1.422, 0.109)  -0.64
C (5.418, -0.269, 0.328)  -0.51
C (4.028, -0.326, 0.452)  0.21
C (3.254, 0.887, 0.677)  0.70
O (3.720, 2.002, 0.798)  -0.69
H (5.899, 0.694, 0.407)  0.47
H (7.210, -1.381, 0.013)  0.40
H (6.051, -3.547, -0.166)  0.40
H (3.586, -3.665, 0.051)  0.47
S (-0.409, -0.701, 0.871)  0.00
C (-0.636, -2.473, 0.522)  -0.75
C (-1.042, -2.647, -0.914)  0.42
O (-0.371, -3.196, -1.750)  -0.61
N (-2.263, -2.106, -1.280)  -0.08
C (-3.196, -1.477, -0.512)  0.50
N (-3.184, -1.357, 0.770)  0.02
N (-4.221, -0.689, 1.254)  -0.72
C (-5.059, -0.278, 0.384)  0.20
C (-6.296, 0.487, 0.667)  -0.12
C (-6.478, 0.726, 2.161)  -1.26
H (-5.632, 1.278, 2.558)  0.30
H (-6.540, -0.222, 2.688)  0.30
H (-7.388, 1.292, 2.339)  0.40
H (-6.246, 1.441, 0.133)  0.29
H (-7.150, -0.065, 0.263)  0.30
S (-4.600, -0.719, -1.270)  -0.27
H (-2.473, -2.191, -2.268)  0.23
H (-1.411, -2.818, 1.203)  0.57
H (0.329, -2.952, 0.692)  0.40
H (0.251, 1.630, 1.658)  0.58
H (1.674, 2.648, 1.292)  0.52
H (-0.236, 3.176, -0.185)  0.44
H (-0.282, 1.512, -0.769)  0.20
H (2.115, 3.378, -1.067)  0.31
H (1.979, 1.755, -1.735)  0.24
H (0.049, 2.486, -3.141)  0.32
H (0.195, 4.118, -2.486)  0.35
H (1.492, 3.445, -3.475)  0.40

- LUMO energy: 0.31 eV
- Orbital gap: 0.3151 hartree
- Structure (SMILES): CCCCn1c(SCC(=O)Nc2nnc(CC)s2)nc2ccccc2c1=O

The calculated energies rank the structures as follows, beginning with the most stable: <b>, <a>.